Version 1
17
Properties=species:S:1:pos:R:3 method="wB97M-V/def2-TZVPD" homo_lumo_gap_ev=9.055 charge=0 lumo_ev=0.361 multiplicity=1
C 0.343 1.406 0.340
C 1.056 0.464 -0.649
N 0.280 -0.777 -0.672
N -1.041 -0.562 -1.229
C 0.028 -1.183 0.792
O 1.110 2.231 1.104
O -0.825 1.729 0.082
N -1.213 -1.722 0.990
H 1.990 1.861 1.246
H -1.338 0.417 -0.896
H 0.128 -0.060 1.299
H -1.648 -1.501 -0.375
H -0.973 -0.581 -2.242
H -1.910 -0.991 1.135
H 1.085 0.907 -1.649
H 2.065 0.208 -0.320
H 0.861 -1.845 1.044

***

Version 2
17
Properties=species:S:1:pos:R:3 method="wB97M-V/def2-TZVPD" homo_lumo_gap_ev=9.986 charge=0 lumo_ev=0.552 multiplicity=1 smiles="CC(N)=O.NC(N)=O"
C 1.442 -2.065 -1.923
C 1.169 -1.192 -0.723
N 2.169 -1.108 0.189
O 0.119 -0.594 -0.578
H 2.473 -2.408 -1.962
H 1.200 -1.508 -2.824
H 0.774 -2.926 -1.901
H 1.992 -0.598 1.041
H 2.994 -1.657 0.117
N -0.629 1.838 0.891
C -1.850 2.060 1.467
N -2.890 1.366 0.864
O -2.032 2.784 2.424
H 0.143 2.148 1.450
H -0.486 0.953 0.437
H -2.799 1.187 -0.121
H -3.790 1.720 1.153

***

The least stable of them is version 1.

***

Version 1
17
Properties=species:S:1:pos:R:3 method="wB97M-V/def2-TZVPD" homo_lumo_gap_ev=10.181 charge=0 lumo_ev=0.558 multiplicity=1 smiles="CC(C)(N)/N=[N+](/[O-])O"
C -1.864 0.071 -0.301
C 0.447 1.069 -0.960
C -0.356 0.153 0.005
N 0.206 -1.233 -0.385
N 1.296 -1.711 -0.154
N -0.021 0.357 1.420
O 1.658 -2.808 -0.502
O 2.253 -0.990 0.635
H -2.213 -0.973 -0.341
H -2.223 0.549 0.567
H -2.148 0.606 -1.256
H 1.574 1.009 -0.914
H 0.242 2.126 -0.586
H 0.060 0.711 -1.931
H 1.712 -0.244 1.222
H 0.147 1.330 1.543
H -0.771 -0.023 1.939

***

Version 2
17
Properties=species:S:1:pos:R:3 method="wB97M-V/def2-TZVPD" homo_lumo_gap_ev=9.354 charge=0 lumo_ev=0.921 multiplicity=1
N -1.254 -1.641 2.373
C -0.488 -1.597 1.216
O 0.736 -1.204 1.381
O -1.037 -1.886 0.143
H -2.159 -2.026 2.192
H -0.805 -1.966 3.209
C 1.057 0.854 -1.020
C -0.103 1.453 -1.284
N -0.335 2.809 -1.081
N 1.184 -0.577 -0.960
H 1.887 1.455 -0.670
H -0.955 0.905 -1.671
H -1.302 3.078 -1.019
H 0.105 3.218 -0.269
H 1.162 -0.921 0.283
H 1.967 -0.942 -1.494
H 0.340 -1.012 -1.328

***

The least stable of them is version 1.

***

Version 1
17
Properties=species:S:1:pos:R:3 method="wB97M-V/def2-TZVPD" homo_lumo_gap_ev="7.130 / 7.449" charge=0 lumo_ev="-0.912 / -0.970" multiplicity=1
C -1.033 -0.240 -0.078
C -1.624 1.018 0.495
C -0.682 -1.356 0.856
N 2.004 -0.017 -0.214
N 1.753 0.741 0.758
O 3.072 -0.056 -1.056
N 0.346 0.203 -1.220
O 0.805 -0.373 -2.220
H 2.658 -0.045 -1.957
H 1.598 1.695 0.383
H -1.622 -0.579 -0.930
H -2.655 0.809 0.797
H -1.665 1.803 -0.257
H -1.091 1.351 1.382
H -1.614 -1.830 1.181
H -0.152 -1.000 1.736
H -0.098 -2.122 0.346

***

Version 2
17
Properties=species:S:1:pos:R:3 method="wB97M-V/def2-TZVPD" homo_lumo_gap_ev=10.487 charge=0 lumo_ev=0.811 multiplicity=1 smiles="C[C@](N)(NN)C(=O)O"
C 0.250 1.270 -0.684
C 0.096 -0.204 -0.282
N -1.394 0.590 1.434
N -0.796 -0.958 -1.142
N -0.321 -0.294 1.122
H -2.286 0.247 1.077
H -1.454 0.663 2.445
H -1.427 -0.352 -1.652
H -0.254 -1.494 -1.813
H 0.922 1.780 0.000
H -0.719 1.760 -0.643
H 0.652 1.328 -1.693
C 1.512 -0.814 -0.348
O 2.216 -0.646 0.765
O 1.938 -1.353 -1.330
H 1.629 -0.251 1.442
H -0.565 -1.273 1.303

***

The least stable of them is version 1.

***

Version 1
10
Properties=species:S:1:pos:R:3 method="wB97M-V/def2-TZVPD" homo_lumo_gap_ev=10.325 charge=0 lumo_ev=0.581 multiplicity=1 smiles="O=C(S)COO"
C -0.525 -0.416 -0.817
C 0.910 -0.556 -0.129
O -1.102 0.747 -0.367
O -1.051 0.679 1.021
O 1.195 -1.489 0.602
S 1.609 1.118 -0.254
H -0.304 -0.357 -1.833
H -1.134 -1.278 -0.556
H -1.891 0.425 1.415
H 2.293 1.129 0.918

***

Version 2
10
Properties=species:S:1:pos:R:3 method="wB97M-V/def2-TZVPD" homo_lumo_gap_ev=11.322 charge=0 lumo_ev=0.827 multiplicity=1
C 0.447 0.807 0.047
C 0.765 -0.743 0.074
H 1.364 1.524 -0.183
H -0.035 1.114 1.007
H 1.635 -1.198 -0.518
H 0.946 -1.087 1.095
O -2.382 -0.071 0.662
O -0.591 1.028 -0.853
O -0.468 -1.222 -0.684
S -1.682 -0.151 -0.647

***

The least stable of them is version 1.